Record 1
The following is a quantum chemistry calculation of C4H4F4O in the gas phase, from the OMol25 dataset.

Each line ends with the natural charge from an NBO analysis.
Element x y z (Å)
F  0.3066  2.0063  0.2223  -0.335
F  0.5411  0.1495  -1.5709  -0.334
H  -2.3417  0.2004  0.2506  0.268
H  -2.3279  -1.4028  -0.6502  0.250
C  1.3337  1.1455  0.4817  0.496
F  1.3418  0.9323  1.7945  -0.315
H  2.3831  1.5385  0.2602  0.165
C  -1.7571  -0.5056  -0.3636  -0.765
C  0.8630  -0.0878  -0.2550  0.516
F  1.8879  -1.0986  -0.3125  -0.354
C  -0.5567  -0.9801  0.3295  0.604
H  -1.3272  -0.0857  -1.3297  0.268
O  -0.3467  -1.8118  1.1430  -0.463

**Orbital gap**: 10.942 eV
**Lowest unoccupied orbital energy**: 0.76 eV
**Calculated total energy**: -17129.006 eV
**ΔE to the lowest compared entry with this formula, charge and spin**: 0.000 eV



Record 2
The following is a quantum chemistry calculation of 2 unconnected molecules or ions with the total composition C4H4FNO6S2, from the OMol25 dataset.

Each line ends with the natural charge from an NBO analysis.
Element x y z (Å)
F  4.0230  1.9241  0.3902  -0.094
C  -2.1678  1.3051  -0.4711  -0.275
S  2.5072  -0.1048  0.3139  2.588
O  -2.5301  -1.8345  1.1650  -0.614
O  2.5857  -0.2593  -1.1925  -0.912
H  -2.2636  2.3006  -0.6964  0.236
O  1.4537  0.7462  0.7226  -0.935
O  0.0541  0.8631  -1.5091  -0.513
H  -3.8763  0.4663  0.8771  0.255
O  3.9031  0.6087  0.5624  -0.352
H  1.9131  0.1263  -1.8267  0.571
C  -2.9057  0.4412  0.3884  -0.196
C  -0.9017  0.5890  -0.8605  0.698
H  -1.7576  -2.4121  1.2108  0.515
O  2.8067  -1.2792  1.0003  -0.883
C  -2.1602  -0.7998  0.4417  0.506
S  0.2866  -1.9155  -0.3124  -0.057
N  -0.9701  -0.7656  -0.2037  -0.538

**Orbital gap (alpha / beta)**: 5.446 / 6.826 eV
**Lowest unoccupied orbital energy (alpha / beta)**: -2.44 / -1.84 eV
**Calculated total energy**: -42369.181 eV
**ΔE to the lowest compared entry with this formula, charge and spin**: 0.050 eV



Record 3
The following is a quantum chemistry calculation of C4H4FNOS in the gas phase, from the OMol25 dataset.

Each line ends with the natural charge from an NBO analysis.
Element x y z (Å)
H  0.8755  -2.3917  0.5602  0.499
N  -1.3509  0.9702  -0.5155  -0.572
H  2.8583  -0.1340  0.9340  0.133
C  -0.1682  -0.7982  0.2951  0.297
H  -2.3490  -0.9934  0.0464  0.220
C  0.8041  0.2646  0.2062  -0.434
H  -2.0815  1.4806  -1.0981  0.442
O  -0.0125  -1.9988  0.5854  -0.650
C  -1.5191  -0.3373  0.0782  -0.219
C  0.0069  1.3193  -0.2907  0.574
F  0.4488  2.5879  -0.4390  -0.305
S  2.4875  0.0307  -0.3621  0.014

**Orbital gap**: 8.134 eV
**Lowest unoccupied orbital energy**: 0.56 eV
**Calculated total energy**: -21300.792 eV
**ΔE to the lowest compared entry with this formula, charge and spin**: 1.823 eV



Record 4
The following is a quantum chemistry calculation of C4H4FNS2 in the gas phase, from the OMol25 dataset.

Each line ends with the natural charge from an NBO analysis.
Element x y z (Å)
N  0.0017  0.8411  -0.4007  -0.565
C  -1.6887  -0.4780  0.4810  -0.329
C  0.6481  -1.1585  0.8147  0.233
C  1.1341  1.1998  -1.0820  -0.105
C  -0.2249  -0.2567  0.2888  -0.015
H  -2.3581  0.2869  -0.0401  0.199
S  1.3568  2.4647  -2.0356  -0.035
F  2.0126  -1.0222  0.8372  -0.330
H  1.9625  0.5134  -0.7715  0.209
S  -2.3739  -1.6433  1.2684  0.143
H  0.3594  -2.0779  1.2729  0.197
H  -0.8297  1.3306  -0.6331  0.399

**Orbital gap**: 7.568 eV
**Lowest unoccupied orbital energy**: -1.26 eV
**Calculated total energy**: -30088.775 eV
**ΔE to the lowest compared entry with this formula, charge and spin**: 1.643 eV



Record 5
The following is a quantum chemistry calculation of a molecular structure, C4H4HoO5, from the OMol25 dataset.

Each line ends with the Mulliken spin population.
Element x y z (Å)
C  -1.8353  -0.1190  0.7101  -0.002
H  -2.8319  0.2578  0.9766  0.000
C  3.8602  -0.8542  -0.4837  0.091
C  -1.6180  -0.2130  -0.8188  0.000
O  -0.5362  0.6532  -1.0643  0.022
H  -1.3805  -1.2449  -1.1253  0.000
O  4.3014  -1.9651  -0.4996  0.033
C  0.1969  0.8021  0.1646  -0.124
H  -1.6864  -1.0977  1.1952  -0.001
H  -2.4872  0.1341  -1.3935  0.000
O  -0.8675  0.8091  1.1348  0.013
O  0.8731  1.9527  0.1831  0.001
O  1.0223  -0.2755  0.3686  -0.007
Ho  2.9891  1.1605  0.6521  4.974

**Orbital gap (alpha / beta)**: 5.230 / 6.820 eV
**Lowest unoccupied orbital energy (alpha / beta)**: -1.89 / -1.57 eV
**Spin multiplicity**: 6
**Calculated total energy**: -40244.503 eV
**ΔE to the lowest compared entry with this formula, charge and spin**: 1.662 eV



Record 6
The following is a quantum chemistry calculation of C4H4I2 in the gas phase, from the OMol25 dataset.

Each line ends with the natural charge from an NBO analysis.
Element x y z (Å)
H  -1.2890  -1.3763  -0.4979  0.240
C  0.5477  -0.2014  -0.0407  -0.255
I  0.1976  2.9382  -0.7647  0.445
H  0.7857  -2.3541  -0.4162  0.234
H  -1.1014  -0.8277  1.2552  0.238
H  1.3223  -1.9275  1.0736  0.233
C  -0.6023  -1.0723  0.3297  -0.339
I  -1.5214  5.4367  -0.9256  -0.459
C  0.8735  1.0031  -0.3019  0.022
C  0.7874  -1.6187  0.2885  -0.360

**Orbital gap (alpha / beta)**: 6.116 / 5.909 eV
**Lowest unoccupied orbital energy (alpha / beta)**: -2.24 / -2.41 eV
**Calculated total energy**: -20409.297 eV
**ΔE to the lowest compared entry with this formula, charge and spin**: 3.124 eV



Record 7
The following is a quantum chemistry calculation of 2 unconnected molecules or ions with the total composition C4H4I2O, from the OMol25 dataset.

Each line ends with the natural charge from an NBO analysis.
Element x y z (Å)
I  -1.1249  2.1162  1.1991  -0.053
H  -1.0055  -1.6547  -0.1667  0.252
C  -1.2448  0.3266  -0.0741  0.542
C  -1.0271  -0.9012  0.6632  -0.783
H  -0.1778  -1.0438  1.4586  0.271
O  -1.5787  0.4654  -1.2072  -0.502
I  3.1676  0.0230  1.1960  0.316
C  2.0694  0.3400  -0.4083  -0.324
H  -1.9264  -1.2613  1.1248  0.270
C  1.5306  0.5290  -1.4697  -0.226
H  1.3177  1.0608  -2.3156  0.238

**Orbital gap**: 9.755 eV
**Lowest unoccupied orbital energy**: 0.26 eV
**Calculated total energy**: -22458.570 eV
**ΔE to the lowest compared entry with this formula, charge and spin**: 1.511 eV



Record 8
The following is a quantum chemistry calculation of a molecular structure, C4H4IN, from the OMol25 dataset.

Each line ends with the natural charge from an NBO analysis.
Element x y z (Å)
C  0.1022  1.2275  0.3866  0.157
C  0.4859  -0.2610  0.5304  -0.413
N  -0.9180  1.3507  -0.3276  -0.501
H  0.5816  1.9586  0.9483  0.200
C  -0.5337  -0.8590  -0.5976  -0.578
H  0.0472  -1.1519  -1.4450  0.264
H  0.2992  -0.4696  1.5179  0.233
I  2.5011  -0.2230  -0.0138  0.140
C  -1.5268  0.2374  -0.6212  0.255
H  -1.0388  -1.8099  -0.3780  0.243

**Orbital gap (alpha / beta)**: 7.626 / 7.468 eV
**Lowest unoccupied orbital energy (alpha / beta)**: -0.71 / -0.68 eV
**Calculated total energy**: -13798.838 eV
**ΔE to the lowest compared entry with this formula, charge and spin**: 4.217 eV